{
  "formula": "C18H24N4OS2",
  "method": "ωB97M-V/def2-TZVPD",
  "largest_force_ev_per_a": 18.060,
  "e_tot_ev": -48717.9745,
  "e_above_lowest_kcal_mol": 376.9,
  "gap_ev": 7.57,
  "smiles": "CCCNC(=S)N1CCN(c2nc(-c3cccc(OC)c3)cs2)CC1",
  "lumo_ev": 0.208,
  "species": ["C", "C", "C", "N", "C", "N", "C", "H", "C", "N", "C", "N", "C", "C", "S", "H", "C", "C", "C", "C", "C", "C", "H", "H", "H", "O", "C", "H", "H", "H", "H", "C", "H", "H", "C", "H", "H", "H", "H", "H", "S", "H", "H", "H", "H", "H", "H", "H", "H"],
  "positions_angstrom": [[2.068, 2.431, 2.206], [0.603, 2.911, 2.401], [-0.076, 3.564, 1.128], [0.064, 2.772, 0.034], [-0.808, 2.730, -0.827], [-2.179, 2.431, -0.247], [-2.484, 1.707, 1.121], [-2.970, 2.413, 1.478], [-3.189, 0.433, 0.539], [-2.959, 0.019, -0.704], [-1.750, -0.767, -0.953], [-0.804, -0.905, 0.025], [0.340, -1.289, -0.232], [0.202, -1.803, -1.644], [-1.057, -1.136, -2.483], [1.029, -2.278, -2.049], [1.250, -1.652, 0.853], [2.282, -2.675, 0.541], [3.192, -2.897, 1.246], [3.138, -2.369, 2.688], [2.269, -1.391, 2.862], [1.155, -1.341, 2.041], [0.317, -0.570, 2.136], [2.057, -1.050, 3.975], [4.071, -2.513, 3.076], [4.244, -3.737, 1.176], [4.455, -4.362, 0.133], [5.220, -5.196, -0.028], [4.531, -3.890, -0.718], [3.464, -5.101, -0.087], [2.297, -3.195, -0.632], [-3.347, 0.878, -1.820], [-2.937, 0.646, -2.696], [-4.438, 0.681, -1.869], [-3.257, 2.326, -1.250], [-4.328, 2.536, -0.931], [-3.004, 3.019, -2.296], [-3.187, -0.434, 1.503], [-4.368, 0.575, 0.620], [-1.557, 1.276, 1.367], [-0.723, 2.525, -2.314], [0.898, 2.473, -0.265], [-0.919, 3.722, 1.565], [0.655, 4.500, 1.188], [0.245, 1.820, 2.632], [0.575, 3.625, 3.290], [2.678, 3.415, 1.936], [2.147, 1.847, 1.466], [2.631, 2.011, 2.916]]
}

{
  "formula": "C18H24N5O4S2ScSe3Te",
  "method": "ωB97M-V/def2-TZVPD",
  "largest_force_ev_per_a": 0.691,
  "e_tot_ev": -280404.1688,
  "e_above_lowest_kcal_mol": 20.7,
  "gap_ev": 6.32,
  "lumo_ev": -0.219,
  "species": ["Sc", "Se", "Se", "Te", "Se", "N", "C", "C", "C", "C", "N", "C", "N", "N", "C", "O", "O", "H", "H", "H", "H", "H", "H", "H", "H", "H", "H", "H", "H", "H", "H", "O", "S", "C", "C", "C", "C", "C", "C", "C", "C", "C", "C", "C", "C", "H", "H", "H", "H", "H", "H", "H", "H", "H", "H", "O", "S", "N"],
  "positions_angstrom": [[0.122, 2.539, -1.693], [1.901, 2.609, -3.662], [-0.178, 3.498, -4.254], [-1.975, 1.743, -4.656], [-2.875, 1.465, -2.344], [2.778, 0.150, -0.703], [1.989, -0.970, -1.220], [2.831, -2.170, -1.641], [2.109, -3.495, -1.986], [0.657, -3.671, -1.520], [-0.250, -3.090, -2.514], [-1.273, -2.257, -2.274], [-1.871, -2.238, -1.075], [-1.698, -1.459, -3.234], [1.070, -0.412, -2.313], [1.114, -0.869, -3.450], [0.237, 0.474, -1.892], [3.203, 0.671, -1.464], [3.527, -0.181, -0.108], [1.320, -1.277, -0.408], [3.508, -2.365, -0.803], [3.457, -1.876, -2.484], [2.691, -4.319, -1.572], [2.119, -3.647, -3.068], [0.493, -3.198, -0.549], [0.437, -4.735, -1.413], [0.212, -2.868, -3.387], [-1.774, -3.002, -0.434], [-2.586, -1.546, -0.902], [-0.993, -1.171, -3.910], [-2.317, -0.674, -2.955], [0.446, 2.142, 0.379], [0.385, 0.841, 1.150], [0.854, 1.337, 2.800], [1.281, 0.360, 3.686], [1.631, 0.728, 4.976], [1.568, 2.062, 5.355], [1.161, 3.031, 4.447], [0.799, 2.674, 3.158], [-1.356, 0.543, 1.447], [-1.711, -0.662, 2.039], [-3.052, -0.944, 2.243], [-4.020, -0.033, 1.834], [-3.648, 1.161, 1.236], [-2.305, 1.465, 1.044], [1.352, -0.675, 3.371], [1.965, -0.022, 5.680], [1.850, 2.349, 6.359], [1.128, 4.071, 4.743], [0.495, 3.412, 2.428], [-0.949, -1.374, 2.338], [-3.343, -1.874, 2.715], [-5.068, -0.260, 1.979], [-4.400, 1.863, 0.898], [-2.017, 2.391, 0.564], [-1.459, 3.961, -1.015], [-0.483, 5.116, -0.885], [0.909, 4.679, -1.082]]
}

{
  "formula": "C18H24NO3",
  "method": "ωB97M-V/def2-TZVPD",
  "largest_force_ev_per_a": 0.856,
  "e_tot_ev": -26681.8545,
  "e_above_lowest_kcal_mol": 8.7,
  "gap_ev": 9.66,
  "total_charge": 1,
  "smiles": "C[C@@H](O)C[NH2+]CCOc1ccccc1OCc1ccccc1",
  "lumo_ev": -2.126,
  "species": ["C", "H", "C", "C", "N", "H", "C", "H", "C", "H", "H", "O", "C", "C", "C", "C", "C", "C", "O", "C", "C", "C", "C", "C", "C", "C", "H", "H", "H", "H", "H", "H", "H", "H", "H", "H", "H", "H", "H", "H", "H", "O", "H", "H", "H", "H"],
  "positions_angstrom": [[3.870, 0.447, -2.445], [4.951, 0.363, -2.366], [3.212, -0.838, -1.946], [1.687, -0.877, -2.157], [0.993, -0.127, -1.091], [0.020, -0.526, -0.966], [0.826, 1.332, -1.276], [0.896, 1.563, -2.340], [-0.575, 1.710, -0.793], [-0.670, 1.554, 0.289], [-0.778, 2.765, -1.013], [-1.465, 0.872, -1.511], [-2.580, 0.414, -0.818], [-3.786, 1.090, -0.885], [-4.898, 0.583, -0.236], [-4.804, -0.605, 0.468], [-3.603, -1.290, 0.537], [-2.478, -0.783, -0.098], [-1.248, -1.422, -0.123], [-0.741, -1.958, 1.109], [-0.064, -0.874, 1.909], [-0.826, 0.098, 2.550], [-0.208, 1.137, 3.224], [1.175, 1.216, 3.267], [1.940, 0.247, 2.640], [1.325, -0.791, 1.958], [1.928, -1.565, 1.503], [3.017, 0.292, 2.687], [1.653, 2.022, 3.801], [-0.808, 1.881, 3.725], [-1.904, 0.036, 2.528], [-1.543, -2.421, 1.686], [-0.029, -2.732, 0.813], [-3.553, -2.225, 1.072], [-5.671, -1.011, 0.964], [-5.837, 1.111, -0.287], [-3.841, 2.005, -1.453], [1.585, 1.889, -0.728], [1.517, -0.330, -0.217], [1.355, -1.915, -2.095], [1.415, -0.483, -3.136], [3.393, -1.017, -0.551], [4.334, -1.068, -0.354], [3.642, -1.688, -2.495], [3.555, 1.306, -1.861], [3.625, 0.614, -3.489]]
}

{
  "formula": "C18H25Cl2NNbO",
  "method": "ωB97M-V/def2-TZVPD",
  "largest_force_ev_per_a": 2.554,
  "e_tot_ev": -49204.7312,
  "gap_ev": 7.26,
  "total_charge": -1,
  "lumo_ev": 2.245,
  "species": ["C", "C", "C", "Cl", "Nb", "O", "Cl", "C", "C", "C", "C", "C", "C", "C", "C", "C", "C", "C", "C", "C", "C", "N", "C", "H", "H", "H", "H", "H", "H", "H", "H", "H", "H", "H", "H", "H", "H", "H", "H", "H", "H", "H", "H", "H", "H", "H", "H", "H"],
  "positions_angstrom": [[0.200, 1.240, 3.401], [1.109, 1.605, 2.207], [1.790, 0.394, 1.463], [1.654, -1.106, 2.496], [0.875, -0.007, -0.626], [0.284, -0.164, -2.546], [0.472, -2.417, -0.160], [1.322, 2.169, -1.102], [0.052, 2.990, -1.469], [-1.169, 0.466, 0.194], [-2.381, 0.116, -0.726], [-3.422, -0.756, -0.007], [-4.543, -0.246, 0.621], [-5.427, -1.146, 1.202], [-5.214, -2.501, 1.153], [-4.077, -3.018, 0.541], [-3.193, -2.125, -0.038], [2.993, -0.640, -1.288], [3.784, -1.548, -0.563], [5.038, -1.905, -1.061], [5.442, -1.335, -2.250], [4.764, -0.447, -2.964], [3.570, -0.137, -2.458], [-0.536, 0.464, 3.173], [-0.340, 2.153, 3.699], [0.814, 0.920, 4.249], [0.594, 2.280, 1.512], [1.935, 2.200, 2.640], [2.855, 0.624, 1.347], [0.026, 0.674, -2.952], [2.060, 2.255, -1.914], [1.772, 2.664, -0.225], [0.315, 3.897, -2.039], [-0.683, 2.439, -2.077], [-0.476, 3.326, -0.565], [-1.290, -0.126, 1.121], [-1.224, 1.514, 0.534], [-2.126, -0.421, -1.645], [-2.911, 1.061, -0.933], [-4.724, 0.828, 0.651], [-6.344, -0.807, 1.689], [-5.917, -3.213, 1.587], [-3.854, -4.079, 0.456], [-2.296, -2.510, -0.525], [3.380, -1.956, 0.363], [5.638, -2.626, -0.508], [6.426, -1.632, -2.636], [2.980, 0.591, -3.024]]
}

{
  "formula": "C18H25ClN2OsS",
  "method": "ωB97M-V/def2-TZVPD",
  "largest_force_ev_per_a": 7.144,
  "e_tot_ev": -47856.0846,
  "e_above_lowest_kcal_mol": 28.0,
  "gap_ev": [4.32, 5.38],
  "multiplicity": 5,
  "total_charge": 2,
  "s_squared": 6.02,
  "lumo_ev": [-6.542, -10.038],
  "species": ["C", "C", "C", "C", "Cl", "H", "H", "H", "H", "H", "H", "H", "H", "H", "C", "C", "C", "H", "C", "C", "H", "H", "H", "H", "C", "C", "C", "H", "C", "C", "H", "H", "H", "H", "Os", "C", "N", "C", "C", "N", "C", "S", "H", "H", "H", "H", "H", "H"],
  "positions_angstrom": [[0.488, 0.186, -5.268], [1.883, 0.708, -5.185], [0.251, -1.272, -5.200], [-0.621, 1.133, -4.981], [0.746, 1.331, -0.716], [0.162, -1.738, -6.204], [-0.682, -1.521, -4.674], [1.067, -1.804, -4.685], [2.296, 0.964, -6.162], [2.572, -0.016, -4.709], [1.941, 1.611, -4.543], [-1.029, 1.596, -5.905], [-0.309, 1.968, -4.326], [-1.482, 0.657, -4.484], [1.891, -1.738, 1.920], [0.952, -2.388, 1.067], [1.226, -1.984, -0.294], [0.315, -3.229, 1.358], [2.412, -1.171, -0.256], [2.800, -1.009, 1.097], [3.738, -0.574, 1.468], [2.003, -1.912, 2.981], [0.850, -2.450, -1.196], [2.966, -0.894, -1.157], [-2.140, 0.547, 0.722], [-2.020, -0.542, 1.627], [-1.807, -1.706, 0.850], [-2.180, -0.501, 2.697], [-1.791, -1.335, -0.526], [-2.027, 0.045, -0.599], [-2.091, 0.639, -1.519], [-2.321, 1.585, 0.996], [-1.760, -2.718, 1.224], [-1.658, -2.019, -1.372], [-0.322, -0.323, 0.501], [0.200, -0.117, 4.770], [-0.412, 1.144, 4.379], [-1.216, 1.940, 5.189], [-1.482, 3.077, 4.497], [-0.816, 2.978, 3.271], [-0.174, 1.774, 3.207], [0.867, 1.156, 2.015], [-0.035, -0.914, 4.053], [1.293, 0.002, 4.828], [-0.205, -0.370, 5.756], [-1.519, 1.586, 6.158], [-2.047, 3.948, 4.775], [-0.777, 3.673, 2.553]]
}

Please write out number 1 again, unchanged.
{
  "formula": "C18H24N4OS2",
  "method": "ωB97M-V/def2-TZVPD",
  "largest_force_ev_per_a": 18.060,
  "e_tot_ev": -48717.9745,
  "e_above_lowest_kcal_mol": 376.9,
  "gap_ev": 7.57,
  "smiles": "CCCNC(=S)N1CCN(c2nc(-c3cccc(OC)c3)cs2)CC1",
  "lumo_ev": 0.208,
  "species": ["C", "C", "C", "N", "C", "N", "C", "H", "C", "N", "C", "N", "C", "C", "S", "H", "C", "C", "C", "C", "C", "C", "H", "H", "H", "O", "C", "H", "H", "H", "H", "C", "H", "H", "C", "H", "H", "H", "H", "H", "S", "H", "H", "H", "H", "H", "H", "H", "H"],
  "positions_angstrom": [[2.068, 2.431, 2.206], [0.603, 2.911, 2.401], [-0.076, 3.564, 1.128], [0.064, 2.772, 0.034], [-0.808, 2.730, -0.827], [-2.179, 2.431, -0.247], [-2.484, 1.707, 1.121], [-2.970, 2.413, 1.478], [-3.189, 0.433, 0.539], [-2.959, 0.019, -0.704], [-1.750, -0.767, -0.953], [-0.804, -0.905, 0.025], [0.340, -1.289, -0.232], [0.202, -1.803, -1.644], [-1.057, -1.136, -2.483], [1.029, -2.278, -2.049], [1.250, -1.652, 0.853], [2.282, -2.675, 0.541], [3.192, -2.897, 1.246], [3.138, -2.369, 2.688], [2.269, -1.391, 2.862], [1.155, -1.341, 2.041], [0.317, -0.570, 2.136], [2.057, -1.050, 3.975], [4.071, -2.513, 3.076], [4.244, -3.737, 1.176], [4.455, -4.362, 0.133], [5.220, -5.196, -0.028], [4.531, -3.890, -0.718], [3.464, -5.101, -0.087], [2.297, -3.195, -0.632], [-3.347, 0.878, -1.820], [-2.937, 0.646, -2.696], [-4.438, 0.681, -1.869], [-3.257, 2.326, -1.250], [-4.328, 2.536, -0.931], [-3.004, 3.019, -2.296], [-3.187, -0.434, 1.503], [-4.368, 0.575, 0.620], [-1.557, 1.276, 1.367], [-0.723, 2.525, -2.314], [0.898, 2.473, -0.265], [-0.919, 3.722, 1.565], [0.655, 4.500, 1.188], [0.245, 1.820, 2.632], [0.575, 3.625, 3.290], [2.678, 3.415, 1.936], [2.147, 1.847, 1.466], [2.631, 2.011, 2.916]]
}